No. 1
Formula: C12H30F2KNO12P2S2
Source: the OMol25 dataset
Level of theory: ωB97M-V with the def2-TZVPD basis set

Last column: Löwdin charge in e.
Atoms and positions in Å:
K -0.907 -0.755 1.542  0.85
N 0.547 0.633 3.434  -0.37
S 1.001 2.165 3.247  0.47
O 1.642 2.471 2.017  -0.27
O 1.395 2.785 4.460  -0.25
F -0.473 2.766 2.983  -0.20
S 1.927 -0.022 3.999  0.48
O 1.994 -0.094 5.403  -0.24
O 3.112 0.238 3.260  -0.26
F 1.551 -1.532 3.575  -0.22
C -7.147 0.473 0.377  -0.06
C -5.653 0.624 0.515  -0.26
O -5.166 1.262 -0.688  -0.16
P -3.648 1.634 -0.741  0.35
O -2.717 0.599 -0.262  -0.29
O -3.405 2.149 -2.199  -0.15
C -3.356 1.232 -3.294  -0.27
C -2.556 1.822 -4.439  -0.06
O -3.594 2.982 0.084  -0.15
C -2.324 3.551 0.410  -0.27
C -2.550 4.634 1.433  -0.08
H -7.586 1.473 0.348  0.08
H -7.382 -0.011 -0.568  0.08
H -7.586 -0.018 1.243  0.08
H -5.377 1.275 1.350  0.12
H -5.129 -0.318 0.684  0.11
H -2.915 0.278 -2.986  0.12
H -4.364 0.952 -3.614  0.12
H -2.809 2.878 -4.525  0.08
H -1.503 1.695 -4.194  0.08
H -2.802 1.325 -5.373  0.08
H -1.627 2.810 0.805  0.10
H -1.803 3.997 -0.443  0.13
H -1.664 5.125 1.832  0.08
H -3.110 5.458 0.973  0.08
H -3.158 4.310 2.279  0.08
C 4.952 0.301 0.538  -0.07
C 3.597 0.561 -0.056  -0.23
O 3.274 -0.462 -1.023  -0.15
P 2.383 -1.675 -0.628  0.33
O 1.017 -1.338 -0.243  -0.30
O 2.425 -2.564 -1.922  -0.16
C 3.694 -2.869 -2.529  -0.26
C 3.604 -4.267 -3.119  -0.06
O 3.247 -2.446 0.441  -0.17
C 2.641 -3.384 1.352  -0.24
C 2.943 -4.798 0.868  -0.06
H 5.004 -0.706 0.966  0.07
H 5.730 0.233 -0.229  0.08
H 5.244 0.978 1.336  0.08
H 2.816 0.663 0.696  0.08
H 3.624 1.536 -0.545  0.13
H 3.949 -2.131 -3.289  0.12
H 4.498 -2.837 -1.790  0.12
H 4.478 -4.471 -3.739  0.08
H 3.523 -5.007 -2.328  0.07
H 2.753 -4.282 -3.801  0.08
H 3.020 -3.237 2.359  0.11
H 1.567 -3.208 1.416  0.10
H 2.887 -5.470 1.726  0.08
H 2.281 -5.072 0.050  0.07
H 3.987 -4.895 0.562  0.08

Calculated total energy   -101006.23956 eV
Energy above the lowest of the compared OMol25 structures with the same formula, charge and spin   0.00 kcal/mol
M   583.54 g mol⁻¹

---

No. 2
Formula: C5H8O
Source: the OMol25 dataset
Level of theory: ωB97M-V with the def2-TZVPD basis set

Last column: Löwdin charge in e.
Atoms and positions in Å:
C -0.691 1.046 0.759  -0.16
O -1.602 0.233 0.001  -0.12
C -1.006 -1.007 -0.384  -0.20
C 0.469 -0.810 -0.279  -0.24
C 1.222 0.397 -0.776  -0.06
C 0.675 0.395 0.621  -0.21
H -0.704 2.077 0.356  0.13
H -1.038 1.102 1.797  0.12
H -1.502 -1.281 -1.313  0.11
H -1.010 -2.103 0.186  0.16
H 0.786 -1.830 -0.072  0.13
H 0.765 1.092 -1.485  0.12
H 2.298 0.295 -0.895  0.10
H 1.338 0.394 1.483  0.14

Calculated total energy   -7359.87671 eV
Structure (SMILES)   C1OC[C@H]2C[C@@H]12
Energy above the lowest of the compared OMol25 structures with the same formula, charge and spin   54.85 kcal/mol
M   84.12 g mol⁻¹

---

No. 3
Formula: C18H38BN2Na2O10S2
Source: the OMol25 dataset
Level of theory: ωB97M-V with the def2-TZVPD basis set

Last column: Löwdin charge in e.
Atoms and positions in Å:
N -1.856 2.095 0.389  -0.01
C -2.005 3.172 -0.645  -0.20
C -3.525 3.072 -1.027  -0.22
C -4.204 4.351 -1.541  -0.16
C -5.706 4.352 -1.151  -0.12
C -6.194 2.890 -0.859  -0.34
C -6.126 2.438 0.667  -0.18
O -5.938 1.040 0.532  -0.09
B -5.512 0.710 -0.857  -0.62
O -5.862 1.843 -1.767  -0.06
H -2.423 1.323 0.016  -0.02
H -2.399 2.389 1.205  0.09
H -1.347 2.912 -1.502  0.11
H -1.742 4.156 -0.199  0.11
H -4.014 2.673 -0.108  0.08
H -3.629 2.312 -1.854  0.10
H -4.107 4.452 -2.648  0.12
H -3.699 5.254 -1.127  0.09
H -5.836 4.948 -0.213  0.13
H -6.296 4.840 -1.956  0.11
H -7.314 2.984 -1.002  0.14
H -5.280 3.023 1.139  0.11
H -6.996 2.787 1.279  0.12
H -5.767 -0.401 -1.243  0.07
H -4.255 0.731 -0.745  -0.03
C 3.113 -0.548 1.212  -0.23
C 2.025 0.205 0.440  -0.22
C 1.183 0.973 1.463  -0.23
S 2.268 1.315 2.847  0.67
O 1.785 0.589 4.001  -0.34
O 2.553 2.728 2.897  -0.32
C 3.694 0.459 2.196  -0.23
H 3.880 -0.947 0.547  0.11
H 2.668 -1.386 1.754  0.09
H 2.493 0.908 -0.253  0.10
H 1.405 -0.474 -0.150  0.10
H 0.812 1.911 1.056  0.09
H 0.350 0.374 1.829  0.10
H 4.250 -0.006 3.008  0.11
H 4.317 1.192 1.685  0.08
C 1.265 -4.680 1.522  -0.06
C 2.656 -4.790 2.127  -0.50
C 2.761 -5.986 3.061  -0.06
O 2.957 -3.596 2.842  -0.05
H 0.510 -4.541 2.301  0.08
H 1.203 -3.811 0.862  0.07
H 1.012 -5.574 0.948  0.08
H 3.396 -4.881 1.329  0.12
H 2.059 -5.892 3.893  0.08
H 3.762 -6.046 3.494  0.08
H 2.553 -6.920 2.533  0.08
H 2.311 -3.500 3.551  0.10
N 3.833 -4.078 -1.366  0.08
C 2.796 -4.366 -2.159  -0.13
C 2.892 -5.152 -3.298  -0.14
C 4.135 -5.668 -3.636  -0.14
C 5.225 -5.383 -2.831  -0.06
C 5.021 -4.590 -1.713  -0.12
H 1.848 -3.937 -1.855  0.11
H 2.014 -5.355 -3.905  0.08
H 4.254 -6.287 -4.522  0.09
H 6.209 -5.767 -3.064  0.11
H 5.842 -4.341 -1.050  0.11
Na 2.382 -7.694 -3.650  0.28
O -1.412 8.585 0.988  -0.33
S -2.056 8.027 -0.217  0.20
O -3.383 8.651 -0.391  -0.34
O -2.205 6.565 -0.063  -0.38
O -1.228 8.313 -1.406  -0.35
O 4.934 1.628 -0.559  -0.04
H 5.414 2.415 -0.836  0.05
H 5.263 0.936 -1.142  0.04
Na -2.987 0.077 -1.102  0.65

Charge   -1
Calculated total energy   -73911.07035 eV
M   563.43 g mol⁻¹

---

No. 4
Formula: C31H24HfN7O2S6
Source: the OMol25 dataset
Level of theory: ωB97M-V with the def2-TZVPD basis set

Last column: Löwdin charge in e.
Atoms and positions in Å:
Hf 0.134 0.077 0.164  1.42
O -1.821 -1.832 3.327  0.08
C -1.097 -1.589 2.384  -0.48
N -0.345 -0.477 2.145  -0.07
C -0.182 0.594 3.070  -0.21
C -0.829 0.744 4.292  -0.02
C -0.529 1.843 5.091  -0.08
C 0.396 2.790 4.679  -0.08
C 1.051 2.649 3.459  -0.01
C 0.766 1.551 2.658  -0.21
N 1.372 1.244 1.409  -0.06
C 2.554 1.768 0.984  -0.46
O 3.202 2.675 1.461  0.10
C 3.068 1.024 -0.231  -0.18
C 4.289 1.343 -0.771  0.03
C 4.775 0.560 -1.811  0.00
C 4.011 -0.498 -2.270  -0.05
C 2.769 -0.719 -1.709  -0.17
N 2.293 0.027 -0.707  -0.01
C -0.952 -2.605 1.270  -0.19
C -1.465 -3.872 1.414  0.03
C -1.312 -4.772 0.371  -0.01
C -0.672 -4.362 -0.787  -0.02
C -0.210 -3.066 -0.869  -0.13
N -0.328 -2.199 0.147  -0.03
H -1.536 -0.004 4.617  0.11
H -1.021 1.948 6.050  0.11
H 0.630 3.635 5.314  0.11
H 1.793 3.364 3.138  0.11
H 4.840 2.166 -0.341  0.13
H 5.740 0.770 -2.252  0.13
H 4.346 -1.133 -3.079  0.12
H 2.128 -1.512 -2.067  0.09
H -1.970 -4.120 2.336  0.13
H -1.696 -5.780 0.456  0.12
H -0.545 -5.025 -1.631  0.12
H 0.239 -2.687 -1.774  0.08
C -4.498 0.174 2.620  0.01
N -3.610 1.318 2.384  -0.09
C -3.530 2.436 3.200  -0.01
C -2.591 3.239 2.688  -0.02
N -2.106 2.613 1.538  0.03
C -2.750 1.418 1.363  -0.64
S -2.576 0.278 0.101  0.68
C -1.137 3.201 0.668  -0.23
C -0.894 4.566 0.738  0.03
C 0.061 5.116 -0.091  -0.01
C 0.707 4.307 -1.018  -0.01
C 0.362 2.981 -1.043  -0.13
N -0.510 2.413 -0.190  0.00
H -4.961 0.312 3.593  0.10
H -3.910 -0.740 2.620  0.07
H -5.263 0.129 1.849  0.10
H -4.121 2.537 4.093  0.14
H -2.191 4.158 3.069  0.13
H -1.441 5.193 1.424  0.12
H 0.282 6.174 -0.028  0.13
H 1.441 4.696 -1.709  0.12
H 0.784 2.307 -1.781  0.09
C -3.081 1.786 -4.192  -0.38
S -2.768 0.153 -4.901  0.82
C -1.015 0.183 -4.988  -1.02
C -0.146 0.075 -3.962  -1.04
S -0.683 -0.080 -2.298  0.50
S 1.532 0.159 -4.425  0.90
C 1.339 0.293 -6.146  -1.50
S 2.601 0.445 -7.167  0.58
S -0.326 0.362 -6.582  0.94
H -4.164 1.908 -4.170  0.04
H -2.649 2.565 -4.817  0.04
H -2.690 1.835 -3.176  0.00

Charge   +1
Calculated total energy   -113381.18802 eV
Energy above the lowest of the compared OMol25 structures with the same formula, charge and spin   10.61 kcal/mol
M   897.47 g mol⁻¹